Entry 1:
Molecular formula: C24H41F3LaP2
Method: DFT, the ωB97M-V functional and the def2-TZVPD basis

ORCA input file:
```
! RIJCOSX wB97M-V def2-TZVPD def2/J DEFGRID3
* xyz 1 1
La -1.1295 0.9325 0.3708
C -2.0794 3.3047 -1.1611
C -2.4869 2.1113 -1.8467
C -3.9730 2.4895 -0.1378
C -3.0031 3.5143 -0.1035
C -3.6696 1.6214 -1.2014
C -0.9212 4.1788 -1.5018
H -0.1410 3.6171 -2.0319
H -0.4831 4.6063 -0.5875
H -1.2341 5.0171 -2.1473
C -3.0113 4.6674 0.8370
H -2.3277 5.4545 0.5123
H -2.7049 4.3471 1.8446
H -4.0239 5.1080 0.9302
C -5.1654 2.4082 0.7618
H -5.7431 3.3483 0.7416
H -4.8409 2.2320 1.7988
H -5.8207 1.5863 0.4582
C -4.4635 0.4286 -1.6167
H -5.3221 0.7169 -2.2431
H -4.8608 -0.0864 -0.7318
H -3.8550 -0.2833 -2.1840
C -1.8479 1.5315 -3.0573
H -2.3279 1.8566 -3.9979
H -1.8966 0.4291 -3.0539
H -0.7853 1.8091 -3.1384
C 4.0154 -1.4747 1.0665
C 4.2062 -1.0277 -0.1917
C 4.5676 -1.9221 -1.3676
C 3.8295 -3.2563 -1.3603
C 2.4043 -3.1446 -0.8782
C 1.9856 -3.4344 0.3727
C 2.9073 -3.6973 1.5249
C 4.2139 -2.8786 1.5122
H 5.6668 -2.0914 -1.4095
H 4.4062 -4.0116 -0.7960
H 4.3346 -1.4003 -2.3076
H 4.9921 -3.4033 0.9430
H 4.0755 -0.7830 1.8965
H 4.5281 0.0188 -0.3215
H 4.6018 -2.8529 2.5454
H 2.3865 -3.4582 2.4640
H 0.9719 -3.7995 0.5374
H 3.1486 -4.7802 1.5891
H 3.8146 -3.6455 -2.3985
H 1.7185 -2.9954 -1.7205
P 1.4482 0.8501 0.4538
C 2.4401 1.3732 1.8176
C 2.0521 0.7167 -1.2368
P -1.0056 -1.7041 0.2951
C 0.7163 -0.9181 0.8716
C -0.8019 -2.6276 -1.2237
C -1.5609 -2.7404 1.6447
H 1.8175 1.4735 2.7275
H 2.8521 2.3524 1.5346
H 3.2196 0.6156 1.9542
H 2.7640 -0.1210 -1.2947
H 2.5578 1.6812 -1.4405
H 1.2540 0.5571 -1.9835
H -0.8066 -3.5147 1.8485
H -2.5138 -3.1876 1.3246
H -1.7540 -2.1419 2.5503
H 0.8263 -1.0912 1.9564
H 1.5033 -1.4700 0.3411
H -1.7932 -3.0396 -1.4749
H -0.0838 -3.4383 -1.1009
H -0.4965 -1.9663 -2.0459
F -1.5194 2.5978 3.3905
C -1.7609 1.3157 2.8917
F -0.9535 0.4830 3.6715
F -3.0585 1.0357 3.3139
*
```

Calculated values
ΔE to the lowest compared entry with this formula, charge and spin (kcal/mol): 0.0
E_tot (eV): -53133.046
E_LUMO (eV): -3.06
HOMO (eV): -9.6
Frontier orbital gap (eV): 6.56

Atomic partial charges in e from the Löwdin method, atoms 1 to 4: number 1, La, carries 1.5776; number 2, C, carries -0.3304; number 3, C, carries -0.3774; number 4, C, carries -0.2669

---

Entry 2:
Molecular formula: C24H41F5NO11SV
Method: DFT, the ωB97M-V functional and the def2-TZVPD basis

ORCA input file:
```
! RIJCOSX wB97M-V def2-TZVPD def2/J DEFGRID3
* xyz 0 1
C -5.1804 -2.3930 -2.4789
C -3.7147 -1.9690 -2.2285
C -2.9373 -3.1347 -1.6132
C -1.5443 -2.8315 -1.0098
O -1.0450 -1.5174 -1.2055
C -1.2035 -0.5387 -0.1866
C -1.6877 0.7226 -0.9712
C -1.3620 0.7381 -2.4637
C -1.6809 2.1264 -3.0687
C -3.0368 2.1636 -3.7933
N -3.8035 3.3521 -3.3766
C -2.3470 -0.8244 0.8112
S -1.8660 -1.4200 2.3907
O -1.7236 -2.8568 2.3892
O -2.9357 -0.9795 3.2731
O -0.4570 -0.8649 2.7840
C 0.0595 0.2581 2.0352
C -0.9240 1.4299 2.4385
O -1.1173 2.3726 1.7038
O -1.4079 1.3068 3.6134
C 1.4412 0.5841 2.7528
F 2.4896 0.2895 1.9655
F 1.5631 -0.2103 3.8504
C 1.7194 2.0246 3.3284
F 3.0378 2.0322 3.6319
F 1.5157 3.0147 2.4739
F 1.0705 2.2331 4.4729
C 0.1911 -0.2583 0.5311
C 0.8814 -1.6725 0.6378
C 1.8103 -2.0473 -0.5222
C 3.2695 -1.6055 -0.3640
C 4.0064 -2.4371 0.7070
C 4.8498 -1.6319 1.7006
O 5.3304 -0.4430 1.1156
C 5.7445 0.5410 2.0402
O 1.0116 0.4492 -0.3687
C 1.3480 1.8155 -0.2006
C 1.8897 2.3751 -1.5231
C 1.2918 3.7375 -1.8903
O 3.3150 2.5341 -1.3415
H -5.3031 -2.7987 -3.4837
H -5.8659 -1.5513 -2.3679
H -5.4980 -3.1517 -1.7591
H -3.2959 -1.7636 -3.2134
H -3.7467 -1.0862 -1.5928
H -2.8312 -3.8975 -2.3893
H -3.5584 -3.5928 -0.8353
H -0.8284 -3.5023 -1.4943
H -1.5339 -3.1561 0.0320
H -2.7790 0.7862 -0.8917
H -1.2991 1.6369 -0.5315
H -1.9712 0.0268 -3.0209
H -0.3204 0.4830 -2.6585
H -1.6986 2.8859 -2.2835
H -0.8875 2.3911 -3.7728
H -3.6376 1.3010 -3.4963
H -2.8631 2.1621 -4.8753
H -4.7208 3.3173 -3.8071
H -3.3452 4.1894 -3.7205
H -2.7621 0.1587 1.0515
H -3.1800 -1.4224 0.4508
H 0.1358 -2.4440 0.8049
H 1.4910 -1.7196 1.5430
H 1.3995 -1.7818 -1.4951
H 1.8407 -3.1468 -0.5274
H 3.7515 -1.8263 -1.3203
H 3.3633 -0.5368 -0.1956
H 4.6068 -3.2037 0.2119
H 3.2721 -2.9947 1.2998
H 5.7011 -2.2402 2.0426
H 4.2580 -1.4339 2.6036
H 5.3176 0.3749 3.0339
H 5.3792 1.5077 1.6863
H 6.8370 0.5579 2.1037
H 2.1718 1.9687 0.4980
H 0.5299 2.4514 0.1369
H 1.7707 1.6470 -2.3302
H 1.1415 3.8343 -2.9673
H 0.3149 3.8971 -1.4315
H 1.9376 4.5496 -1.5496
H 3.6073 3.3119 -1.8270
O -2.4738 0.0583 7.4863
V -1.7190 -0.8091 6.3889
O -0.5701 -1.9022 6.4228
*
```

Calculated values
E_tot (eV): -99667.835
E_LUMO (eV): -4.93
HOMO (eV): -9.1
Frontier orbital gap (eV): 4.15

Atomic partial charges in e from the Löwdin method, atoms 1 to 4: number 1, C, carries -0.1007; number 2, C, carries -0.2477; number 3, C, carries -0.1620; number 4, C, carries -0.1812

---

Entry 3:
Molecular formula: C24H41MoN5O6Si2
Method: DFT, the ωB97M-V functional and the def2-TZVPD basis

ORCA input file:
```
! RIJCOSX wB97M-V def2-TZVPD def2/J DEFGRID3
* xyz 0 1
Mo -0.3446 -0.4125 -0.0497
N -1.5829 1.0141 -0.2179
N -1.9975 -1.5450 -0.3756
C -1.5821 -2.6210 0.3684
O -2.1462 -3.6474 0.6418
O -0.3434 -2.2603 0.7552
H -2.5729 0.8219 -0.1232
H -1.4315 1.9914 -0.4357
H -2.9206 -1.4911 -0.7794
O 3.4528 -1.3826 1.1274
N 2.2787 -1.1197 1.3057
O 1.6145 -1.4719 2.2491
O 1.7157 -0.3664 0.3593
C 1.9326 0.4637 -3.1559
Si 0.6393 1.1234 -1.9641
C 1.4042 2.6054 -1.0877
C -0.7826 1.7487 -3.0390
C -1.2418 3.0651 -2.9793
C -2.3191 3.4909 -3.7483
C -2.9574 2.6042 -4.6010
C -2.5108 1.2912 -4.6847
C -1.4380 0.8749 -3.9121
H 2.1719 1.2760 -3.8482
H 1.5749 -0.3778 -3.7502
H 2.8533 0.1711 -2.6510
H 1.6859 3.3448 -1.8438
H 2.3082 2.3037 -0.5603
H 0.7468 3.1013 -0.3707
H -0.7519 3.7810 -2.3275
H -2.6554 4.5181 -3.6833
H -3.7943 2.9336 -5.2030
H -2.9998 0.5949 -5.3547
H -1.1022 -0.1547 -3.9921
C -1.2366 2.4710 2.2129
Si -0.3115 0.8395 2.5441
C -1.4921 -0.2607 3.5854
C -0.8915 -1.6184 3.9603
C -1.8264 0.5017 4.8817
C -2.8225 -0.4831 2.8558
C 1.3393 1.4713 3.3847
C 0.9384 2.4432 4.5230
C 2.1152 2.2965 2.3454
C 2.3252 0.4963 4.0467
H -1.2868 3.0953 3.1031
H -2.2604 2.2707 1.8999
H -0.7569 3.0698 1.4366
H 0.0317 -1.5081 4.5309
H -0.6726 -2.2230 3.0825
H -1.6068 -2.1617 4.5865
H -0.9639 0.5975 5.5375
H -2.5868 -0.0632 5.4300
H -2.2320 1.4981 4.6919
H -2.7138 -1.0980 1.9670
H -3.3026 0.4574 2.5730
H -3.5090 -1.0068 3.5280
H 0.2092 3.1978 4.2413
H 1.8417 2.9761 4.8350
H 0.5681 1.9118 5.3972
H 1.5279 3.1283 1.9513
H 2.4477 1.6784 1.5120
H 3.0043 2.7220 2.8216
H 1.8318 -0.2732 4.6384
H 2.9664 1.0750 4.7189
H 2.9866 0.0046 3.3406
N 1.3899 -5.0062 -5.6232
C 2.0729 -4.8284 -4.4631
O 3.0747 -5.4519 -4.1869
C 1.5114 -3.8026 -3.5136
C 0.1937 -3.3686 -3.5257
C -0.2149 -2.4332 -2.5939
N 0.6052 -1.9045 -1.6784
C 1.8753 -2.3263 -1.6691
C 2.3566 -3.2728 -2.5535
H 1.7710 -5.6541 -6.2911
H 0.6602 -4.3841 -5.9156
H -0.5387 -3.7649 -4.2160
H -1.2392 -2.0947 -2.5653
H 2.5318 -1.8816 -0.9370
H 3.3846 -3.6011 -2.4991
*
```

Calculated values
ΔE to the lowest compared entry with this formula, charge and spin (kcal/mol): 7.9
E_tot (eV): -62898.092
E_LUMO (alpha / beta) (eV): -1.27 / -1.27
HOMO (alpha / beta) (eV): -8.3 / -8.3
Frontier orbital gap (alpha / beta) (eV): 7.02 / 7.02

Atomic partial charges in e from the Löwdin method, atoms 1 to 4: number 1, Mo, carries 1.5456; number 2, N, carries -0.1832; number 3, N, carries -0.0931; number 4, C, carries -0.8008

---

Entry 4:
Molecular formula: C24H42ClN2O5
Method: DFT, the ωB97M-V functional and the def2-TZVPD basis

ORCA input file:
```
! RIJCOSX wB97M-V def2-TZVPD def2/J DEFGRID3
* xyz 1 1
C -3.2361 0.0335 0.5210
C -2.0938 0.7312 0.7722
C -0.8492 0.4726 0.0234
O -0.4844 -0.6182 -0.3235
O -0.1426 1.6018 -0.2744
C 1.2351 1.4581 0.1278
C 2.0294 2.7199 -0.2513
C 1.1069 3.9218 -0.4952
C 1.9056 5.2379 -0.4573
C 2.9188 5.3859 -1.6153
C 2.6141 6.5154 -2.6212
N 1.1909 6.7622 -2.8562
C 0.3795 7.6559 -2.1593
C -0.8613 7.6250 -2.6962
Cl -2.1921 8.5413 -2.1982
N -0.8037 6.7101 -3.7334
C 0.4359 6.2080 -3.8089
C 0.7900 5.2255 -4.8780
C 1.3156 3.8652 -4.3611
C 1.1546 2.7460 -5.4152
H -4.1495 0.5273 0.2005
H -3.3023 -1.0451 0.6498
H -2.0853 1.5026 1.5408
H 1.6585 0.6260 -0.4326
H 1.3274 1.2087 1.1860
H 2.5899 2.5088 -1.1632
H 2.7375 2.9727 0.5363
H 0.5472 3.8218 -1.4233
H 0.3842 3.9848 0.3184
H 1.2278 6.0838 -0.3444
H 2.4827 5.1890 0.4670
H 3.0282 4.4438 -2.1422
H 3.8858 5.6290 -1.1779
H 3.1071 7.4411 -2.3392
H 3.0268 6.2243 -3.5870
H 0.8073 8.2117 -1.3451
H -1.5845 6.4758 -4.3262
H -0.0413 5.0796 -5.5640
H 1.5808 5.6861 -5.4805
H 2.3519 3.9947 -4.0702
H 0.6854 3.5803 -3.5205
H 0.8744 1.8407 -4.8809
H 2.1034 2.5665 -5.9136
H 0.3627 2.9684 -6.1268
C 0.0073 -1.7134 2.9044
C 0.6042 -0.9547 4.0567
O 1.6401 -0.3340 3.9441
C -0.1466 -0.9992 5.3653
H 0.6436 -1.5979 2.0291
H -0.0700 -2.7737 3.1550
H -0.9848 -1.3204 2.6714
H -0.2258 -2.0305 5.7121
H -1.1461 -0.5808 5.2367
H 0.3884 -0.4140 6.1107
C -1.9686 -5.7123 5.5429
C -1.3628 -5.6384 4.1630
O -1.0312 -4.5775 3.6775
C -1.1915 -6.9366 3.4218
H -2.0361 -4.7111 5.9640
H -2.9700 -6.1412 5.4881
H -1.3441 -6.3277 6.1918
H -2.1576 -7.4173 3.2756
H -0.5337 -7.6020 3.9831
H -0.7481 -6.7417 2.4483
C -2.6366 -10.0160 -0.6602
C -1.7724 -9.6998 0.5356
O -2.2249 -9.1573 1.5171
C -0.3172 -10.0913 0.4520
H -3.6542 -9.6836 -0.4682
H -2.2561 -9.5002 -1.5431
H -2.6440 -11.0916 -0.8418
H 0.1603 -9.5786 -0.3844
H -0.2275 -11.1700 0.3169
H 0.1869 -9.8084 1.3736
*
```

Calculated values
E_tot (eV): -51300.822
E_LUMO (eV): -2.41
HOMO (eV): -10.6
Frontier orbital gap (eV): 8.16

Atomic partial charges in e from the Löwdin method, atoms 1 to 4: number 1, C, carries 0.0793; number 2, C, carries -0.0706; number 3, C, carries -0.5125; number 4, O, carries 0.1176

---

> Look up the E_tot of the third one.

-62898.092 eV